Arrangement A

A cluster of 3 separate species, C5H13NO2 in total. Source: OMol25; level of theory: wB97M-V/def2-TZVPD.

Cartesian coordinates (Å):
C (-3.251, -1.186, 1.489)
C (-1.947, -1.409, 1.579)
C (-1.075, -1.629, 0.370)
C (-0.600, -0.779, -0.563)
N (0.286, -1.273, -1.499)
C (1.378, -0.425, -2.022)
H (-3.990, -1.451, 2.342)
H (-3.757, -0.692, 0.645)
H (-1.334, -1.689, 2.429)
H (-0.843, -2.693, 0.366)
H (-0.760, 0.308, -0.489)
H (0.515, -2.246, -1.623)
H (1.320, 0.662, -1.672)
H (2.361, -0.788, -1.739)
H (1.226, -0.439, -3.119)
O (2.065, 2.827, -1.046)
H (2.332, 3.748, -1.112)
H (1.673, 2.724, -0.165)
O (1.366, 2.354, 1.615)
H (1.217, 1.419, 1.801)
H (1.817, 2.656, 2.412)

Output
HOMO-LUMO gap: 7.8 eV
LUMO level: 0.48 eV
Net charge: 0
HOMO: -7.3 eV
SMILES: C=C/C=C/NC.O.O

=====

Arrangement B

A cluster of 3 separate species, C5H13NO2 in total. Source: OMol25; level of theory: wB97M-V/def2-TZVPD.

Cartesian coordinates (Å):
N (-1.288, 0.161, 0.298)
C (0.033, 0.294, -0.073)
C (0.700, -0.884, -0.640)
C (2.636, 3.083, 0.352)
C (2.050, 1.734, 0.159)
C (0.719, 1.484, 0.215)
H (-1.764, -0.079, -0.591)
H (-1.185, -0.785, 0.709)
H (1.787, -0.838, -0.554)
H (0.573, -0.895, -1.726)
H (3.714, 3.051, 0.245)
H (2.128, 3.820, -0.269)
H (2.360, 3.379, 1.372)
H (2.713, 0.886, 0.001)
H (0.166, 2.248, 0.755)
H (-2.136, -2.116, -0.276)
H (-3.548, -2.264, -1.100)
O (-2.708, -1.813, -1.055)
H (-0.959, -3.572, 1.084)
H (0.233, -1.808, -0.246)
O (-1.239, -2.680, 0.876)

Output
HOMO-LUMO gap: 5.6 eV
LUMO level: -2.19 eV
Net charge: 0
HOMO: -7.8 eV

=====

Which structure is most stable? arrangement A, by 1.486 eV over the runner-up.

=====

Arrangement A

The ion C3H6NO2 with charge +1. Source: OMol25; level of theory: wB97M-V/def2-TZVPD.

Cartesian coordinates (Å):
C (1.247, 0.484, 0.390)
C (1.456, -0.343, -0.637)
C (-0.962, -0.442, 0.041)
N (-0.212, 0.624, 0.689)
O (0.465, -0.980, -1.162)
O (-1.967, 0.007, -0.658)
H (1.936, 1.070, 0.959)
H (2.438, -0.522, -1.055)
H (-1.002, -1.398, 0.563)
H (-0.353, 0.658, 1.708)
H (-0.555, 1.513, 0.284)
H (-2.490, -0.670, -1.121)

Output
HOMO-LUMO gap: 9.4 eV
LUMO level: -4.34 eV
Net charge: +1
HOMO: -13.7 eV

=====

Arrangement B

A cluster of 2 separate species, C3H6NO2 in total. Source: OMol25; level of theory: wB97M-V/def2-TZVPD.

Cartesian coordinates (Å):
C (-1.352, -0.201, 0.903)
C (-2.190, 0.948, 0.892)
C (1.512, -0.661, -0.533)
N (2.487, -0.416, -1.379)
O (-1.086, -1.257, 1.203)
O (0.536, 0.089, -0.351)
H (-1.647, 1.844, 1.209)
H (-2.567, 1.144, -0.118)
H (1.600, -1.596, 0.033)
H (2.470, 0.420, -1.950)
H (3.259, -1.055, -1.482)
H (-3.022, 0.739, 1.573)

Output
HOMO-LUMO gap: 10.0 eV
LUMO level: -4.74 eV
Net charge: +1
HOMO: -14.8 eV

=====

Which structure is most stable? arrangement B, by 1.935 eV over the runner-up.

=====

Arrangement A

A cluster of 2 separate species, C3H6NO2 in total. Source: OMol25; level of theory: wB97M-V/def2-TZVPD.

Cartesian coordinates (Å):
C (-1.129, 0.598, 0.054)
C (1.274, 0.670, 0.032)
C (0.086, -0.063, 0.017)
N (0.118, -1.442, -0.169)
O (2.447, 0.175, -0.157)
O (-2.266, 0.030, -0.110)
H (-1.200, 2.307, 0.348)
H (1.260, 1.740, 0.200)
H (2.459, -0.774, -0.386)
H (0.790, -1.946, 0.397)
H (-0.787, -1.886, -0.163)
H (-3.055, 0.592, -0.063)

Output
HOMO-LUMO gap: 8.3 eV
LUMO level: -5.40 eV
Net charge: +1
HOMO: -13.7 eV

=====

Arrangement B

The ion C3H6NO2 with charge +1. Source: OMol25; level of theory: wB97M-V/def2-TZVPD.

Cartesian coordinates (Å):
C (-0.153, -0.314, -1.525)
C (0.013, 0.747, -0.475)
C (0.867, 0.296, 0.644)
O (2.108, 0.011, 1.407)
N (-0.387, 0.246, 0.886)
O (-1.407, -0.312, 1.693)
H (0.747, -0.403, -2.092)
H (-0.991, -0.042, -2.218)
H (-0.266, -1.331, -1.031)
H (-0.188, 1.843, -0.590)
H (1.782, -0.328, 2.311)
H (-2.125, -0.414, 0.990)

Output
HOMO-LUMO gap: 11.3 eV
LUMO level: -4.91 eV
Net charge: +1
HOMO: -16.2 eV
SMILES: C[C@@H]1C(O)=[N+]1O

=====

Which structure is most stable? arrangement A, by 1.843 eV over the runner-up.

=====

Arrangement A

The ion C3H6NO2 with charge +1. Source: OMol25; level of theory: wB97M-V/def2-TZVPD.

Cartesian coordinates (Å):
O (1.903, 0.574, 0.117)
C (0.792, 0.063, 0.255)
N (0.270, -1.051, -0.117)
C (-1.260, -0.761, -0.307)
O (-1.407, 0.324, 0.637)
C (-0.268, 1.076, 0.562)
H (2.714, 0.164, -0.308)
H (0.586, -1.782, -0.775)
H (-1.761, -1.508, 0.205)
H (-1.575, -0.391, -1.416)
H (0.094, 1.646, 1.490)
H (-0.089, 1.645, -0.344)

Output
HOMO-LUMO gap: 11.4 eV
LUMO level: -4.17 eV
Net charge: +1
HOMO: -15.6 eV
SMILES: OC1=[NH+]COC1

=====

Arrangement B

A cluster of 2 separate species, C3H6NO2 in total. Source: OMol25; level of theory: wB97M-V/def2-TZVPD.

Cartesian coordinates (Å):
C (0.826, 2.259, -1.313)
C (-0.142, 1.634, -0.587)
C (-1.226, -1.681, 0.758)
N (-0.595, 0.432, -0.804)
O (-0.876, -0.504, -1.459)
O (-0.881, -0.532, 1.188)
H (1.234, 3.193, -0.958)
H (1.302, 1.804, -2.169)
H (-0.474, 2.052, 0.365)
H (-2.271, -1.997, 0.958)
H (-0.501, -2.508, 0.884)
H (-1.255, -1.572, -0.462)

Output
HOMO-LUMO gap (spin up / spin down): 7.3 / 7.3 eV
LUMO level (spin up / spin down): -7.66 / -7.67 eV
Net charge: +1
HOMO (spin up / spin down): -15.0 / -15.0 eV

=====

Which structure is most stable? arrangement A, by 6.131 eV over the runner-up.